1.
{
  "formula": "C6H6",
  "method": "ωB97M-V/def2-TZVPD",
  "elements": ["C", "C", "C", "C", "C", "C", "H", "H", "H", "H", "H", "H"],
  "xyz": [[-1.61838, -0.91436, 1.91161], [-0.63895, -0.68735, 1.21936], [-0.75016, 1.36055, -0.92931], [1.67118, -0.83067, 0.50750], [0.00862, 0.30315, -1.06701], [0.43623, -0.38091, 0.35936], [-2.49531, -0.95432, 2.48399], [-1.02173, 1.97197, -1.80681], [-0.89060, 1.62062, 0.14095], [2.50516, -0.57608, -0.21549], [1.77878, -1.23551, 1.55626], [0.33354, -0.25544, -1.94186]],
  "forces_ev_per_angstrom": [[2.1, 0.7, -1.5], [-2.0, -0.3, 1.7], [0.3, 0.9, -0.2], [0.9, 0.4, 1.6], [0.8, -2.1, 3.1], [-0.5, 0.3, -4.4], [-0.5, -0.3, 0.4], [-0.3, -0.2, 0.9], [-0.5, 0.5, -1.1], [-1.1, -0.6, 1.2], [0.9, 0.0, -1.5], [0.0, 0.5, 0.0]],
  "mulliken_charge": [0.252, -0.566, -0.640, -0.804, -0.187, 0.049, 0.461, 0.281, 0.230, 0.299, 0.287, 0.340],
  "charge": 0,
  "smiles": "C#CC(=C)C=C"
}

=====

2.
{
  "formula": "C6H6",
  "method": "ωB97M-V/def2-TZVPD",
  "elements": ["C", "C", "C", "C", "C", "C", "H", "H", "H", "H", "H", "H"],
  "xyz": [[-2.55213, 0.96443, -0.61989], [-1.52338, 1.21086, 0.01386], [1.69333, -0.56653, -0.80019], [0.86279, -0.29507, 0.08354], [1.27086, -1.70619, 0.07966], [-0.43580, 1.29815, 0.83267], [-3.48222, 0.81549, -1.24274], [2.04924, -0.08397, -1.69997], [0.52903, -2.45212, -0.19265], [1.76713, -2.06826, 0.96295], [-0.49012, 0.90896, 1.78755], [0.31126, 1.97425, 0.79521]],
  "forces_ev_per_angstrom": [[0.7, 0.6, 0.2], [-4.6, -0.7, -2.7], [1.7, 0.8, -2.8], [-4.2, 3.6, 3.6], [-1.2, -1.0, 1.0], [2.6, -4.5, -1.1], [1.8, 0.3, 1.2], [0.6, -0.8, 0.0], [0.0, 0.0, -0.7], [1.1, 0.0, 0.0], [-0.6, -0.8, 1.9], [1.9, 2.7, -0.7]],
  "mulliken_charge": [0.037, -0.033, -0.392, 0.148, -0.570, -0.914, 0.349, 0.330, 0.175, 0.194, 0.321, 0.355],
  "charge": 0
}

=====

3.
{
  "formula": "C6H6",
  "method": "ωB97M-V/def2-TZVPD",
  "elements": ["C", "C", "C", "C", "C", "C", "H", "H", "H", "H", "H", "H"],
  "xyz": [[3.03988, -0.39068, -0.17704], [1.91994, 0.22734, -0.01261], [0.53706, 0.79436, 0.00518], [-0.48328, -0.27658, 0.51276], [-1.97502, -0.06153, 0.00131], [-3.20925, -0.17072, -0.25065], [3.99057, -1.18810, -0.55388], [0.32052, 0.95059, -1.06416], [0.66502, 1.76285, 0.67787], [-0.41040, -0.45674, 1.53206], [-0.13023, -1.18166, -0.02566], [-4.26479, -0.00914, -0.64517]],
  "forces_ev_per_angstrom": [[-3.0, 0.4, -0.6], [5.7, -3.9, -1.1], [1.2, 1.0, 1.3], [-1.3, 0.4, -3.9], [-2.7, -1.0, 0.5], [3.4, 1.3, 0.0], [-3.5, 3.2, 1.6], [-0.1, 0.7, 0.6], [-1.0, -1.7, -1.7], [-0.2, -0.1, 1.9], [-0.5, 0.2, 0.5], [2.1, -0.5, 0.9]],
  "mulliken_charge": [-0.243, -0.251, -0.284, -0.620, -0.385, -0.082, 0.305, 0.262, 0.257, 0.408, 0.281, 0.352],
  "charge": 0,
  "smiles": "C#CCCC#C"
}

=====

4.
{
  "formula": "C6H62NO25",
  "method": "ωB97M-V/def2-TZVPD",
  "elements": ["C", "O", "C", "C", "N", "H", "H", "C", "C", "O", "C", "H", "H", "H", "H", "H", "H", "H", "H", "H", "H", "H", "H", "H", "H", "O", "H", "H", "O", "H", "H", "O", "H", "H", "O", "H", "H", "O", "H", "H", "O", "H", "H", "O", "H", "H", "O", "H", "H", "O", "H", "H", "O", "H", "H", "O", "H", "H", "O", "H", "H", "O", "H", "H", "O", "H", "H", "O", "H", "H", "O", "H", "H", "O", "H", "H", "O", "H", "H", "O", "H", "H", "O", "H", "H", "O", "H", "H", "O", "H", "H", "O", "H", "H"],
  "xyz": [[19.03000, 9.62700, 32.24100], [18.79500, 8.55300, 31.32100], [18.06100, 7.49100, 31.83600], [17.82400, 6.51300, 30.70000], [17.06600, 5.31900, 31.11900], [17.36200, 4.81800, 31.97100], [16.07700, 5.76800, 31.55900], [16.68100, 4.28600, 30.15500], [16.25700, 2.93700, 30.92600], [15.76600, 2.08800, 29.87800], [15.62800, 0.77100, 30.36100], [19.68900, 10.38400, 31.66200], [19.68200, 9.46100, 33.20600], [18.14500, 9.93800, 32.67300], [17.08500, 7.92100, 32.19000], [18.44900, 7.05100, 32.81600], [18.66400, 6.22400, 30.20100], [17.35800, 7.07100, 29.83200], [17.48600, 4.21500, 29.39000], [15.78600, 4.57600, 29.58000], [15.39200, 3.09800, 31.59400], [17.10400, 2.62700, 31.53700], [14.95200, 0.71700, 31.24100], [16.58400, 0.08300, 30.49000], [15.00600, 0.16200, 29.74700], [21.21500, 12.53500, 32.46800], [21.18700, 13.31100, 32.93800], [21.13400, 11.87100, 33.20500], [18.65900, 4.50500, 33.21500], [19.15900, 3.76900, 32.89700], [19.05700, 4.87900, 34.07300], [15.02100, -2.22000, 30.36000], [14.24000, -2.67000, 30.46500], [15.18700, -1.45100, 31.06200], [18.87200, 12.92900, 30.80600], [19.64000, 12.88600, 31.36300], [18.18200, 13.20500, 31.30900], [21.42100, 9.22200, 29.52100], [20.61300, 9.59400, 29.77900], [21.33500, 8.53900, 28.96500], [18.02500, -2.22800, 31.62900], [18.22300, -2.89300, 31.06600], [17.86700, -2.77800, 32.47800], [19.15000, 5.28400, 27.70100], [19.39700, 4.41800, 27.31900], [18.17800, 5.43100, 27.65000], [15.98200, 10.21900, 34.82800], [15.52400, 9.83900, 34.01600], [16.67100, 9.70500, 35.05200], [19.12600, 10.81000, 28.68300], [19.04100, 11.49500, 29.28900], [19.35200, 11.19500, 27.92100], [16.29900, 5.59700, 27.20600], [15.54300, 5.34800, 26.74700], [16.43100, 6.42200, 26.74800], [13.30100, 1.11200, 33.19800], [13.20400, 0.65800, 32.35200], [13.41800, 0.44400, 33.84600], [13.83300, -1.11000, 27.76100], [13.26700, -0.48700, 27.99200], [14.08600, -1.44400, 28.54700], [17.15400, 12.34900, 34.01000], [16.89900, 11.51800, 34.39000], [18.05500, 12.31000, 34.21900], [21.00000, 7.09900, 27.87200], [20.18700, 6.51700, 27.93700], [20.50000, 7.76200, 27.57100], [14.56300, 6.88700, 31.28000], [13.67100, 6.54200, 31.30100], [14.70500, 7.72000, 30.80100], [12.75600, 1.09300, 28.49800], [11.80500, 0.85000, 28.12400], [13.16100, 1.64200, 27.90800], [21.23900, 7.09000, 31.79900], [21.54800, 7.60300, 32.48500], [21.36800, 7.70500, 31.05800], [15.53800, 5.24200, 33.50900], [15.78500, 5.58800, 34.34900], [14.57800, 5.12000, 33.49200], [16.04000, 2.65100, 34.38800], [15.36200, 2.35400, 33.86000], [16.42800, 3.52500, 34.08700], [15.80000, -0.97100, 32.66000], [16.35500, -0.34300, 33.08000], [16.52100, -1.35200, 32.12000], [17.95000, 8.44600, 35.86800], [18.67600, 7.74400, 35.68600], [17.46200, 8.04600, 36.60400], [19.73900, 6.43900, 35.20800], [20.53200, 7.01400, 35.30600], [19.99900, 5.95600, 36.06200], [15.47700, 2.47800, 27.14500], [15.41300, 1.62900, 26.77400], [15.54800, 2.47100, 27.97500]],
  "forces_ev_per_angstrom": [[4.0, -0.2, -0.5], [0.9, 0.4, 0.7], [-1.0, 0.4, 1.9], [-1.5, 1.2, -0.3], [-4.8, 1.6, 2.1], [1.2, 0.9, -0.1], [2.6, -1.2, -1.4], [-0.9, -1.1, -0.8], [-0.3, 2.0, -1.8], [1.4, -0.3, 1.1], [0.1, -1.9, 0.8], [-1.8, -0.9, 0.9], [-0.7, -0.9, -1.7], [-2.1, 1.4, 0.3], [0.1, -0.5, -0.4], [0.3, 0.2, -1.5], [3.0, -1.1, -0.6], [-0.6, -0.7, 1.2], [-0.4, -0.6, 0.8], [0.4, 0.3, 0.3], [0.4, 0.4, 0.0], [0.1, -0.9, -0.3], [1.2, 0.6, 0.2], [-1.4, 2.1, -0.1], [-0.2, 0.1, -1.6], [-0.2, -3.9, -0.2], [0.1, 3.4, 1.6], [0.2, 0.7, -1.3], [-0.3, 1.4, 2.1], [0.9, -0.7, 0.1], [-0.5, -0.9, -2.1], [3.8, 3.9, 0.7], [-2.9, -1.4, 1.0], [-1.4, -2.9, -1.9], [2.5, -1.3, -3.1], [0.7, -0.1, 0.5], [-3.3, 1.2, 2.4], [3.1, 3.5, 3.7], [-2.0, 0.6, -0.1], [-0.8, -4.1, -3.2], [-1.3, 1.6, 5.3], [1.0, -3.1, -3.5], [0.4, 1.5, -1.7], [-0.9, -0.5, 0.2], [-0.5, 0.8, 0.2], [0.8, -0.8, -0.4], [-5.2, 2.0, -2.7], [1.1, 0.7, 1.7], [3.9, -3.6, 1.2], [-1.2, -4.3, 2.7], [-0.4, 2.2, 2.1], [1.5, 2.2, -4.7], [1.7, 1.1, 1.1], [-2.4, -1.8, -1.0], [0.7, 0.9, 0.0], [0.0, 1.2, -1.1], [-0.1, 0.0, 0.2], [0.1, -1.1, 0.9], [2.7, -3.1, -5.6], [-3.9, 4.6, 1.3], [1.9, -2.3, 4.1], [-0.7, 1.0, -0.9], [-1.4, -0.8, 0.3], [2.4, 0.7, 0.3], [0.9, -4.3, 1.8], [1.7, -0.6, 0.3], [-2.2, 5.1, -2.4], [1.2, -0.1, 0.2], [-0.4, 0.6, -0.5], [-0.9, -0.5, 0.1], [-5.2, -2.8, 1.9], [3.1, 1.2, 1.1], [1.6, 2.5, -2.8], [-0.9, -1.4, -2.3], [1.1, 1.5, 2.6], [-0.1, -0.1, -0.4], [-0.3, -0.3, -1.3], [0.0, 0.5, 1.1], [0.3, 0.1, 0.4], [3.7, 1.9, 2.1], [-2.5, -0.6, -2.2], [-1.2, -1.8, 0.1], [0.2, -1.1, -0.5], [0.3, 1.6, 1.2], [-0.2, -0.7, -0.1], [1.3, -1.7, 0.0], [-1.7, 1.5, 0.2], [0.0, 0.3, -0.1], [2.1, -0.5, 2.8], [-0.5, 0.1, -1.2], [-1.3, 0.2, -1.4], [-1.1, 2.4, -10.3], [0.0, -1.8, -0.4], [1.0, -0.7, 10.5]],
  "mulliken_charge": [-0.477, -0.094, 0.416, -1.239, 0.747, -0.034, 0.188, -0.516, -0.256, -0.221, -0.443, -0.064, 0.129, 0.478, 0.258, -0.197, 0.932, 0.147, 0.201, 0.157, 0.172, 0.422, 0.287, 0.171, 0.029, -0.645, 0.309, 0.308, -0.494, 0.253, 0.184, -0.667, 0.271, 0.341, -0.607, 0.321, 0.275, -0.668, 0.203, 0.436, -0.650, 0.286, 0.341, -0.646, 0.303, 0.332, -0.677, 0.334, 0.375, -0.507, 0.294, 0.265, -0.541, 0.223, 0.261, -0.609, 0.271, 0.318, -0.585, 0.360, 0.252, -0.612, 0.346, 0.288, -0.718, 0.367, 0.265, -0.539, 0.240, 0.279, -0.677, 0.338, 0.297, -0.586, 0.242, 0.311, -0.505, 0.223, 0.239, -0.661, 0.330, 0.352, -0.600, 0.333, 0.351, -0.640, 0.365, 0.281, -0.700, 0.311, 0.329, -0.587, 0.366, 0.358],
  "charge": 1
}

=====

5.
{
  "formula": "C6H6BF7O4S",
  "method": "ωB97M-V/def2-TZVPD",
  "elements": ["F", "C", "F", "C", "F", "C", "C", "B", "C", "F", "F", "C", "F", "F", "H", "H", "H", "H", "H", "H", "O", "S", "O", "O", "O"],
  "xyz": [[2.81469, -2.35018, -0.42400], [3.08026, -1.04868, -0.43041], [4.40184, -0.85673, -0.28162], [2.17706, -0.03369, -0.51035], [1.99474, 0.80940, 0.49126], [1.36120, 0.30858, -1.69807], [-0.13959, 0.49635, -1.37136], [-0.90977, -0.82318, -1.17879], [-2.51517, -0.90706, -1.22496], [-2.92698, -2.20459, -1.00043], [-3.01994, -0.53641, -2.45827], [-3.21320, -0.04094, -0.17558], [-4.55369, -0.34088, -0.16715], [-2.68929, -0.24883, 1.03727], [1.74772, 1.28150, -2.02569], [1.55483, -0.38476, -2.51687], [-0.59638, 1.11242, -2.15685], [-0.20132, 1.06760, -0.42836], [-0.32955, -1.84118, -0.97056], [-3.14136, 1.01507, -0.44758], [1.37064, -0.34837, 3.55702], [1.02532, 1.10406, 3.59542], [2.27379, 1.91746, 3.66792], [0.16251, 1.39200, 4.77651], [0.27165, 1.46101, 2.34151]],
  "forces_ev_per_angstrom": [[0.1, -0.1, -1.5], [0.2, 1.0, 0.1], [-0.2, -0.3, 1.5], [-0.4, -1.2, 0.1], [1.6, 1.1, -0.4], [-1.2, -0.3, 0.5], [0.1, -0.1, -0.7], [0.2, 0.1, 0.3], [0.1, -0.4, 0.6], [-0.1, 0.1, -0.3], [0.1, 0.0, 0.0], [-0.2, 0.5, -0.4], [0.1, -0.1, 0.2], [-0.2, -0.2, -0.2], [0.2, 0.0, 0.0], [-0.1, -0.1, 0.0], [-0.2, 0.1, 0.2], [-0.1, 0.0, 0.1], [-0.1, -0.1, -0.1], [0.2, 0.0, 0.1], [0.0, 0.0, -0.1], [-0.2, 0.0, -0.1], [0.0, 0.0, -0.1], [0.0, 0.0, 0.0], [-0.1, 0.0, 0.0]],
  "mulliken_charge": [-0.226, 0.054, -0.244, 0.538, -0.162, -0.628, -0.732, 0.154, 0.711, -0.324, -0.344, 0.168, -0.303, -0.205, 0.286, 0.337, 0.339, 0.390, -0.106, 0.266, -0.800, 1.105, -0.790, -0.786, -0.698],
  "charge": -2
}

=====

6.
{
  "formula": "C6H6BN",
  "method": "ωB97M-V/def2-TZVPD",
  "elements": ["B", "C", "C", "C", "C", "C", "C", "N", "H", "H", "H", "H", "H", "H"],
  "xyz": [[-0.41920, -0.76467, -0.71344], [2.01842, 2.04676, -1.46199], [-1.84429, -0.80919, -0.66819], [0.56010, -1.18692, 0.24403], [2.21566, 2.36700, -0.30361], [-2.20385, -1.02230, 0.64156], [-0.08211, -1.25263, 1.54047], [-1.39783, -1.19877, 1.68186], [2.12101, 1.84797, -2.50237], [-2.64261, -0.69597, -1.34585], [1.61153, -1.57996, 0.29076], [2.19375, 2.47247, 0.73521], [-3.17710, -0.92006, 0.89642], [0.41547, -1.73450, 2.37211]],
  "forces_ev_per_angstrom": [[0.3, -1.0, 1.1], [1.0, 0.8, 1.8], [0.3, 0.3, -1.1], [1.7, -0.2, 1.4], [-0.9, -1.0, -2.6], [2.9, 0.5, 0.6], [-0.8, -1.3, -2.3], [0.0, 0.1, 0.9], [-0.3, 0.0, -0.1], [-0.6, 0.2, -0.8], [-1.2, 0.9, -0.6], [0.1, 0.3, 0.8], [-3.2, 0.0, 0.6], [0.5, 0.5, 0.1]],
  "mulliken_charge": [-0.120, -0.505, -0.278, -0.165, -0.275, -0.218, -0.206, -0.618, 0.378, 0.444, 0.312, 0.408, 0.470, 0.373],
  "charge": 0,
  "smiles": "b1ccncc1.C#C"
}

=====

| no. | orbital gap (Ha) | electronic energy (eV) |
| --- | --- | --- |
| 1 | 0.366 | -6315.15570 |
| 2 | 0.320 | -6311.35490 |
| 3 | 0.393 | -6313.25335 |
| 4 | 0.350 | -59894.28530 |
| 5 | 0.136 | -45039.14168 |
| 6 | 0.324 | -8480.63787 |